Entry 1:
82
Properties=species:S:1:pos:R:3:forces:R:3:lowdin_charge:R:1 method="wB97M-V/def2-TZVPD" spin_multiplicity=2 s2=0.789 homo_lumo_gap_ha="0.246 / 0.202" homo_energy_ev="-16.05 / -16.05" total_charge=+3
Ce -0.162081 -0.823163 -0.468362 -0.28 0.93 1.90 0.511
P 0.117316 1.677240 1.220781 0.63 1.19 -0.03 0.752
P -2.594015 0.864337 -0.336577 -1.36 0.30 -0.57 0.734
P 2.611928 0.075914 -0.335143 0.69 0.55 -0.73 0.729
H -1.434010 -3.473860 -6.222215 0.27 -0.24 0.70 0.047
C -0.726093 -4.035502 -5.589495 0.13 -0.24 0.77 -0.061
C -0.574581 -3.945301 -4.246473 0.15 -0.46 -1.37 -0.089
H -1.167274 -3.299960 -3.580321 0.27 -0.22 -0.49 0.019
C 0.084464 3.323890 0.397809 -0.13 0.00 -0.17 -0.253
C -1.025500 2.038962 2.602221 -0.18 -0.08 0.19 -0.239
C 1.655574 2.092552 2.159354 0.01 -0.25 0.24 -0.252
C -3.386975 0.033176 -1.775471 0.08 -0.21 0.00 -0.233
C -3.874263 0.618875 0.945870 0.08 -0.32 0.22 -0.226
C -2.946890 2.615329 -0.799776 0.41 0.00 0.07 -0.241
C 2.964775 -0.919674 -1.841782 0.02 -0.06 0.07 -0.253
C 3.979554 -0.393941 0.767779 -0.03 -0.32 0.36 -0.233
C 3.100571 1.770473 -0.907424 -0.26 0.07 -0.35 -0.260
H -0.135974 -4.784854 -6.149684 -0.29 0.58 0.42 0.068
H 0.174505 -4.621328 -3.796752 -0.56 0.52 -0.02 0.054
H 0.221147 4.091791 1.166073 0.01 -0.07 -0.12 0.076
H -0.852268 3.519699 -0.116308 0.18 -0.01 0.03 0.006
H 0.890550 3.402310 -0.335945 -0.07 0.02 0.16 0.026
H -0.580548 2.843456 3.201788 -0.27 -0.12 -0.12 0.067
H -1.171102 1.158800 3.237449 -0.29 0.09 -0.11 0.036
H -1.997969 2.379680 2.241922 0.09 -0.12 0.12 0.035
H 1.406254 2.984843 2.752471 0.31 -0.31 -0.09 0.069
H 2.481681 2.351738 1.494399 -0.23 -0.19 0.37 0.020
H 1.965620 1.278201 2.822875 0.18 0.28 -0.22 0.006
H -4.325590 0.558271 -2.015038 0.30 -0.30 0.03 0.078
H -3.611385 -1.020022 -1.547349 -0.02 0.24 -0.10 0.066
H -2.718006 0.071472 -2.645320 -0.32 0.06 0.24 0.011
H -4.873587 0.763273 0.509999 0.30 -0.03 0.14 0.076
H -3.737082 1.325438 1.773164 -0.11 -0.22 -0.20 0.044
H -3.784341 -0.402490 1.340340 -0.21 0.28 0.00 0.040
H -3.989769 2.707796 -1.134482 0.30 -0.16 0.10 0.076
H -2.267099 2.916212 -1.611571 -0.35 0.08 0.25 0.032
H -2.806408 3.266747 0.074246 -0.09 -0.12 -0.35 0.050
H 4.018792 -0.760409 -2.108402 -0.29 -0.14 -0.11 0.076
H 2.315481 -0.610456 -2.673600 0.25 -0.10 0.15 0.030
H 2.805534 -1.993454 -1.650545 0.12 0.25 -0.08 0.068
H 4.855167 -0.663581 0.163185 -0.15 0.14 0.21 0.070
H 3.674292 -1.270303 1.355721 0.26 0.15 -0.11 0.044
H 4.243337 0.424054 1.451545 -0.09 -0.21 -0.20 0.059
H 4.080521 1.728087 -1.397860 -0.11 -0.07 0.20 0.076
H 3.133770 2.506900 -0.096834 0.19 -0.31 -0.34 0.033
H 2.363196 2.134095 -1.651732 0.71 -0.22 0.50 -0.042
C 0.054575 1.096450 -4.258870 -0.74 0.20 0.84 -0.555
C -0.807506 0.075999 -4.716576 0.34 -0.57 -0.41 -0.103
C -0.640848 -0.396238 -6.008779 -0.46 -0.04 0.54 -0.030
C 0.278264 0.208559 -6.875470 0.12 0.05 0.21 0.013
C 1.001922 1.332794 -6.453470 -0.05 0.50 0.30 -0.024
C 0.846610 1.835433 -5.165508 0.34 -0.26 -0.18 -0.076
Se 0.185253 1.477243 -2.421260 -0.47 0.06 -1.03 0.922
H -0.086692 -1.246773 -2.243359 0.06 -0.26 -1.08 -0.101
H -1.556411 -0.363857 -4.047833 0.61 0.03 -0.41 0.077
H -1.220716 -1.260850 -6.316908 0.06 0.28 -0.15 0.102
H 0.407316 -0.192281 -7.879590 0.03 0.16 0.21 0.135
H 1.682992 1.838642 -7.126663 -0.11 -0.06 -0.07 0.127
H 1.347519 2.744577 -4.812352 -0.02 -0.49 -0.29 0.122
C -0.223627 -0.399273 5.574680 -0.16 0.14 0.17 0.020
N 0.887748 -0.129755 4.592856 -0.49 0.30 -0.18 -0.189
C 2.027096 0.487000 5.352942 0.18 0.06 -0.02 0.014
C 1.344062 -1.316793 3.743717 0.22 -0.13 -0.05 -0.065
C 0.180514 -2.020051 3.077032 -0.64 -0.45 0.00 -0.224
C -0.476338 -3.005257 3.828818 0.02 0.31 -0.10 -0.020
C -1.725144 -3.505671 3.436305 0.04 -0.05 -0.08 -0.020
C -2.292048 -3.098752 2.236463 0.06 0.19 -0.28 -0.022
C -1.561664 -2.231812 1.383624 0.17 -0.51 1.24 -0.200
C -0.333133 -1.687372 1.791789 0.19 0.46 -0.29 -0.225
H 0.101136 -1.172046 6.284423 -0.09 0.23 -0.28 0.123
H -1.134514 -0.709249 5.053717 0.31 0.02 0.09 0.102
H -0.411682 0.542495 6.118917 0.09 -0.47 -0.24 0.122
H 0.509527 0.557313 3.906619 0.41 -0.42 0.71 0.105
H 2.333324 -0.215231 6.142100 -0.13 0.26 -0.30 0.126
H 2.864935 0.672682 4.675137 -0.15 -0.06 0.17 0.101
H 1.684896 1.431192 5.798549 0.14 -0.36 -0.14 0.122
H 2.052268 -0.895234 3.018034 -0.20 -0.09 0.15 0.104
H 1.908768 -1.971024 4.426383 -0.30 0.12 -0.23 0.154
H -0.029587 -3.359220 4.764105 -0.21 0.14 -0.28 0.135
H -2.252567 -4.201946 4.094695 0.18 0.21 -0.34 0.136
H -3.287944 -3.445528 1.959177 0.29 0.03 0.01 0.130
H -2.059559 -1.981493 0.422059 0.10 -0.16 0.27 0.056

Entry 2:
9
Properties=species:S:1:pos:R:3:forces:R:3:lowdin_charge:R:1 method="wB97M-V/def2-TZVPD" homo_lumo_gap_ha=0.355 homo_energy_ev=-9.76 e_above_lowest_kcal_mol=25.7 total_charge=0 smiles="CC(=O)C=O"
C 0.580296 0.535150 0.124985 1.05 -1.59 -1.71 0.011
C -0.147215 -0.540098 -0.726261 -1.26 0.46 0.82 -0.379
O 0.319510 -1.310699 -1.512330 1.24 0.01 -0.35 0.112
C -1.647143 -0.735741 -0.516939 -1.31 0.81 -0.70 -0.199
O -2.149106 -0.551947 0.548400 -0.12 0.02 1.13 0.079
H 1.515895 0.610434 -0.404072 0.68 0.03 -0.17 0.072
H 0.860831 0.196742 1.109894 -0.51 -0.09 0.43 0.086
H 0.201875 1.527972 0.081102 -1.05 0.51 0.30 0.073
H -2.357391 -0.986588 -1.371422 1.28 -0.16 0.24 0.143

Entry 3:
28
Properties=species:S:1:pos:R:3:forces:R:3:lowdin_charge:R:1 method="wB97M-V/def2-TZVPD" homo_lumo_gap_ha=0.302 homo_energy_ev=-7.95 e_above_lowest_kcal_mol=246.6 total_charge=0 smiles="O=C(Nc1nc(-c2ccccn2)cs1)C1CC1"
O 3.376650 0.764140 2.561026 -2.99 -0.60 -1.44 0.069
C 2.768221 0.391413 1.535646 5.13 0.37 -0.87 -0.324
N 1.399382 0.348946 1.349695 9.68 2.02 10.09 0.105
C 0.613212 0.130882 0.460367 -5.23 0.35 -6.34 -0.612
N -0.659971 0.228395 0.787404 1.10 -1.97 -2.87 0.148
C -1.251280 -0.179438 -0.411374 -3.08 0.38 -0.10 -0.347
C -2.792542 -0.226651 -0.453797 4.06 0.19 -2.03 -0.182
C -3.446103 0.000096 0.710347 1.43 -2.13 0.09 -0.050
C -4.827353 -0.273218 0.600619 2.63 2.34 14.75 -0.236
C -5.518489 -0.287074 -0.376746 -1.11 -1.34 -13.26 -0.067
C -4.556788 -0.420931 -1.763992 -3.59 -0.75 -0.91 -0.081
N -3.260816 -0.470607 -1.842227 -2.14 0.94 4.22 0.096
C -0.445599 -0.383650 -1.471124 -2.99 0.75 -5.77 -0.481
S 1.161888 0.036860 -1.283991 -0.11 -0.49 2.80 1.060
C 3.728056 -0.031194 0.396509 -4.84 -7.53 -0.91 -0.271
C 5.218692 -0.163958 0.390107 -3.95 8.20 6.47 -0.108
C 4.577977 0.689192 -0.426423 -2.31 11.04 -8.52 -0.252
H 1.115927 0.505432 2.301965 -1.46 0.15 0.24 0.179
H -2.828174 -0.089232 1.690236 -1.42 0.69 -1.95 0.145
H -5.458453 -0.175136 1.756675 1.82 -0.69 -3.31 0.189
H -6.499701 -0.569365 -0.529038 -1.90 -0.02 -0.14 0.071
H -5.202109 -0.633382 -2.778273 1.71 0.67 2.46 0.133
H -0.798234 -0.312004 -2.669551 0.57 -0.76 3.78 0.143
H 3.371991 -1.106379 -0.179403 0.30 3.05 1.68 0.183
H 5.693289 -0.892181 0.241640 6.06 -10.97 -3.06 0.014
H 5.592661 0.298232 1.242931 1.02 0.97 1.54 0.114
H 4.557584 0.922093 -1.682707 0.01 -1.85 3.44 0.180
H 4.370085 1.898720 -0.156523 1.59 -3.03 -0.07 0.183

Entry 4:
18
Properties=species:S:1:pos:R:3:forces:R:3:lowdin_charge:R:1 method="wB97M-V/def2-TZVPD" homo_lumo_gap_ha=0.326 homo_energy_ev=-7.87 e_above_lowest_kcal_mol=135.4 total_charge=0
C -2.424316 -1.184117 -0.130621 0.00 -0.04 0.00 -0.058
C -1.331054 -0.408322 0.565361 -0.17 0.10 0.00 -0.301
C 0.020635 -0.921512 0.918650 0.01 -0.16 -0.08 -0.108
N -0.117701 -0.147883 -0.189425 0.18 0.20 0.05 -0.140
C 0.459978 0.953914 -0.630387 -0.05 -0.13 -0.07 -0.105
C 1.902834 0.941554 -1.053066 -0.15 0.14 -0.21 -0.272
O 2.721719 0.154129 -0.226345 0.05 0.07 0.24 -0.072
H -3.050106 -0.536416 -0.756531 0.11 -0.08 0.11 0.072
H -3.072362 -1.659200 0.613639 0.09 0.06 -0.11 0.075
H -1.990527 -1.967714 -0.759647 -0.08 0.11 0.09 0.079
H -1.667945 0.442368 1.172729 0.05 -0.12 -0.09 0.134
H 0.427283 -1.924586 0.973941 -0.05 0.16 0.02 0.109
H 0.663940 0.374108 1.660493 0.03 0.10 -0.05 0.066
H -0.199161 1.706696 -1.057464 0.09 -0.06 0.06 0.120
H 0.822723 1.203024 1.389725 -0.04 -0.14 0.01 0.100
H 1.995864 0.515708 -2.061731 -0.03 0.07 0.12 0.123
H 2.249304 1.985502 -1.108445 -0.06 -0.17 0.01 0.117
H 2.588892 0.472746 0.679126 0.02 -0.10 -0.10 0.060